Molecular formula: C27H36NPb
Method: DFT, wB97M-V/def2-TZVPD

Geometry as ORCA input:
```
! RIJCOSX wB97M-V def2-TZVPD def2/J DEFGRID3
* xyz 1 1
H -2.942 -0.726 -0.283
C 0.339 -2.700 0.160
H -0.578 -3.033 2.083
H 1.594 -2.350 2.634
C -0.094 2.833 -1.778
C -2.600 0.100 0.359
C 1.331 -1.136 -3.114
C 1.294 0.318 4.324
H -2.062 -2.612 -1.455
H -1.159 -2.420 -2.975
H 2.988 2.843 -0.620
N 0.291 1.503 2.467
C -3.244 1.704 -1.433
H 3.676 -0.207 0.068
H -1.905 0.063 -2.372
H -3.050 3.442 -2.919
C -2.786 0.735 -2.514
H -0.149 -4.506 1.197
H -2.924 4.017 -1.278
H 2.933 -3.189 1.827
C 1.042 2.136 -1.029
H 1.783 -0.134 -3.120
H -2.618 -0.109 1.436
C 2.146 -1.523 -0.680
H -0.736 2.501 -3.928
H 2.967 -1.425 1.999
H 0.364 -1.061 -3.630
Pb 0.028 0.095 -0.007
H -0.493 2.090 2.195
H 1.568 2.491 -4.738
C -1.122 -2.864 -1.972
C 0.072 -2.411 -1.215
C -2.784 1.463 -0.125
H -2.252 -0.801 5.491
C -0.121 -0.895 5.876
C -0.531 -3.479 1.077
H 3.552 -0.264 -1.701
C 0.059 2.559 -3.150
C 2.493 2.696 -2.768
H 3.492 2.802 -3.180
H 4.279 -1.619 -0.819
H -0.227 -1.528 6.759
H -3.661 0.075 -2.570
C 1.153 -0.492 5.456
H 2.041 -0.799 6.010
H 2.282 0.631 3.969
C 2.267 2.613 -1.371
C -1.131 0.347 4.052
H -1.109 -3.960 -2.099
C 1.618 -2.155 0.490
C 1.181 -1.661 -1.733
C 3.472 -0.868 -0.788
C 1.392 2.551 -3.666
H -2.635 1.149 -3.515
H -4.437 3.357 -1.842
C -1.259 -0.484 5.170
H 1.980 -1.794 -3.719
C 2.307 -2.281 1.799
H -1.183 3.089 -1.672
H -1.557 -3.555 0.695
H 1.191 1.951 2.306
H -2.010 0.690 3.493
C -3.348 3.192 -1.886
H -2.617 2.264 0.630
C 0.148 0.744 3.641
*
```

Output
HOMO-LUMO gap (alpha / beta), Eh: 0.1919 / 0.2139
Electronic energy, Eh: -1297.5538